Entry 1:
One molecule with the formula C13H13NO3 at a distorted geometry. Source: OMol25; level of theory: ωB97M-V/def2-TZVPD.

Output
SMILES string = Cc1c([N+](=O)[O-])oc2c1C[C@@H]1CCC=CC1=C2
HOMO energy = -8.0 eV
Multiplicity = 1
HOMO-LUMO gap = 7.22 eV
Total charge = 0
Energy relative to the best compared isomer or geometry (same formula, charge and spin) = 446.6 kJ/mol

XYZ file:
```
30
Properties=species:S:1:pos:R:3:lowdin_charge:R:1
C -3.01 -1.61 1.19 -0.02
C -1.72 -1.04 1.69 -0.09
C -1.30 -0.71 2.97 -0.13
N -1.98 -0.87 4.21 -0.31
O -3.22 -0.89 4.22 0.07
O -1.26 -1.03 5.22 0.07
O 0.03 -0.29 2.94 0.12
C 0.40 -0.22 1.61 -0.19
C -0.63 -0.63 0.84 -0.10
C -0.49 -0.62 -0.68 -0.08
C 0.35 0.53 -1.14 -0.30
C 0.69 0.37 -2.63 -0.16
C 1.56 1.54 -3.13 -0.18
C 2.82 1.67 -2.27 -0.05
C 2.79 1.28 -0.96 -0.04
C 1.59 0.69 -0.34 -0.14
C 1.60 0.29 1.01 0.08
H -3.24 -1.27 0.18 0.07
H -3.90 -1.31 1.79 0.09
H -3.00 -2.70 1.11 0.09
H -1.48 -0.57 -1.17 0.13
H -0.01 -1.58 -0.99 0.14
H -0.21 1.44 -1.06 0.16
H -0.22 0.39 -3.27 0.13
H 1.23 -0.58 -2.78 0.13
H 1.85 1.34 -4.13 0.10
H 0.96 2.45 -3.04 0.12
H 3.69 2.11 -2.73 0.10
H 3.65 1.37 -0.33 0.10
H 2.45 0.47 1.66 0.12
```


Entry 2:
An isolated ion of composition C6H16ClN4 and charge +1 at a distorted geometry. Source: OMol25; level of theory: ωB97M-V/def2-TZVPD.

Output
HOMO energy (spin up / spin down) = -9.1 / -13.0 eV
Multiplicity = 3
HOMO-LUMO gap (spin up / spin down) = 5.89 / 6.57 eV
Total charge = +1

XYZ file:
```
27
Properties=species:S:1:pos:R:3:lowdin_charge:R:1
C -0.20 1.78 0.44 -0.38
C 0.72 2.82 0.02 -0.08
C 1.55 -2.31 1.83 -0.06
C -2.83 -0.11 -1.30 -0.04
C -0.39 0.54 -0.95 -0.19
C 1.51 -0.68 0.05 -0.71
N -0.88 1.95 1.46 0.21
N 1.12 -1.97 0.43 -0.10
N 0.75 -0.14 -1.08 -0.03
N -1.58 -0.44 -0.67 0.00
Cl 3.29 -0.61 -0.45 0.59
H 0.85 2.86 -1.12 0.11
H 0.42 3.73 0.44 0.05
H 1.78 2.61 0.40 0.11
H 0.96 -1.82 2.51 0.04
H 1.43 -3.41 1.90 0.11
H 2.62 -1.94 1.92 0.09
H -3.66 -0.85 -0.93 0.15
H -3.12 0.90 -0.85 0.13
H -2.84 0.02 -2.36 0.09
H -0.64 1.08 -1.88 0.15
H 1.50 -0.03 0.81 0.05
H -1.64 1.43 1.97 0.13
H 1.26 -2.78 -0.11 0.10
H 0.80 -0.81 -1.81 0.13
H -1.22 -1.37 -1.04 0.19
H -1.55 -0.46 0.38 0.17
```


Entry 3:
A 5-piece molecular cluster, C17H29N2O5 overall at a distorted geometry. Source: OMol25; level of theory: ωB97M-V/def2-TZVPD.

Output
HOMO energy = -4.6 eV
Multiplicity = 1
HOMO-LUMO gap = 7.33 eV
Total charge = -1
Energy relative to the best compared isomer or geometry (same formula, charge and spin) = 0.0 kJ/mol

XYZ file:
```
53
Properties=species:S:1:pos:R:3:lowdin_charge:R:1
C -0.54 1.54 1.35 -0.35
O -0.35 0.46 0.52 -0.42
H -1.64 1.99 1.42 0.10
H -0.37 1.29 2.41 0.05
H 0.26 2.30 1.04 0.07
O -3.67 5.18 0.13 0.07
C -3.19 4.12 -0.24 -0.48
O -3.67 2.89 -0.10 0.05
C -2.82 1.98 -0.76 -0.16
C -1.53 2.72 -1.24 -0.16
C -1.87 4.15 -1.01 -0.10
H -3.38 1.59 -1.62 0.13
H -2.56 1.19 -0.12 0.05
H -1.34 2.43 -2.27 0.10
H -0.68 2.28 -0.65 0.07
H -1.98 4.71 -1.96 0.12
H -1.16 4.77 -0.45 0.13
O -0.73 -2.74 -3.69 0.07
C 0.03 -2.02 -3.04 -0.42
O 0.50 -2.45 -1.82 -0.02
C 1.39 -1.51 -1.23 -0.18
C 1.30 -0.20 -2.05 -0.12
C 0.71 -0.69 -3.37 -0.07
H 2.38 -1.99 -1.19 0.11
H 1.02 -1.37 -0.21 0.08
H 2.31 0.17 -2.19 0.11
H 0.63 0.39 -1.48 0.07
H 1.41 -0.80 -4.18 0.11
H -0.03 0.06 -3.74 0.13
C 3.53 -2.17 1.23 -0.09
C 3.75 -0.67 0.88 -0.24
C 2.83 0.27 1.69 -0.19
C 3.05 1.68 1.44 -0.25
N 3.33 2.81 1.41 0.13
H 4.20 -2.71 0.58 0.07
H 2.46 -2.36 1.04 0.05
H 3.92 -2.38 2.23 0.07
H 3.74 -0.43 -0.13 0.07
H 4.74 -0.36 1.21 0.11
H 2.95 0.11 2.75 0.12
H 1.74 0.18 1.44 0.10
C -2.76 -1.98 0.37 -0.09
C -1.49 -2.80 0.71 -0.21
C -0.84 -2.12 1.94 -0.20
C -1.48 -2.08 3.29 -0.23
N -2.00 -1.94 4.31 0.10
H -3.09 -2.25 -0.58 0.04
H -2.42 -0.91 0.43 0.07
H -3.51 -2.10 1.12 0.06
H -0.80 -2.77 -0.20 0.10
H -1.79 -3.83 0.84 0.09
H -0.61 -1.10 1.58 0.06
H 0.14 -2.56 2.17 0.10
```


Entry 4:
A 7-piece molecular cluster, C4H24N2O8 overall at a distorted geometry. Source: OMol25; level of theory: ωB97M-V/def2-TZVPD.

Output
SMILES string = OCNCCNCO.O.O.O.O.O.O
HOMO energy = -9.7 eV
Multiplicity = 1
HOMO-LUMO gap = 9.79 eV
Total charge = 0
Energy relative to the best compared isomer or geometry (same formula, charge and spin) = 545.3 kJ/mol

XYZ file:
```
38
Properties=species:S:1:pos:R:3:lowdin_charge:R:1
O -2.68 1.61 0.89 -0.09
C -1.78 0.44 1.18 -0.16
N -0.53 0.63 0.33 -0.05
C 0.63 0.35 1.03 -0.30
C 1.76 0.41 0.03 -0.21
N 2.54 -0.85 -0.08 -0.03
C 1.67 -1.96 -0.56 -0.25
O 0.66 -1.41 -1.33 -0.11
H -2.24 2.36 1.23 -0.01
H -1.62 0.41 2.31 0.13
H -2.37 -0.37 0.79 0.10
H -0.62 1.61 0.20 0.08
H 0.93 0.90 1.99 0.13
H 0.57 -0.79 1.45 0.14
H 1.23 0.84 -0.97 0.12
H 2.44 1.15 0.33 0.09
H 3.18 -0.67 -0.87 0.12
H 1.07 -2.33 0.17 0.08
H 2.25 -2.69 -1.20 0.15
H -0.28 -1.47 -1.08 0.11
O -1.81 4.21 1.04 0.00
H -0.86 4.16 0.71 0.10
H -1.76 4.42 1.89 -0.03
O 3.38 -1.08 3.02 -0.07
H 4.18 -0.62 2.89 0.01
H 3.06 -1.25 2.07 0.04
O -3.52 -1.17 -2.53 -0.01
H -4.41 -0.87 -2.62 0.04
H -3.19 -0.82 -1.76 -0.02
O 1.43 1.70 -3.23 -0.06
H 1.33 0.72 -3.17 0.04
H 0.90 1.73 -2.45 -0.02
O -1.18 -2.39 -3.42 -0.11
H -1.46 -1.61 -3.99 0.06
H -0.49 -2.10 -2.76 0.01
O -0.08 -0.78 3.71 -0.10
H -0.13 -1.50 4.31 0.02
H 0.93 -0.64 3.49 0.07
```


Entry 5:
C50H41As2F3IN7O12S2Sc as an isolated structure at a distorted geometry. Source: OMol25; level of theory: ωB97M-V/def2-TZVPD.

Output
HOMO energy = -4.7 eV
Multiplicity = 1
HOMO-LUMO gap = 5.75 eV
Total charge = -1
Energy relative to the best compared isomer or geometry (same formula, charge and spin) = 515.7 kJ/mol

XYZ file:
```
119
Properties=species:S:1:pos:R:3:lowdin_charge:R:1
Sc -0.06 -0.08 0.34 0.60
F 1.31 2.60 -5.88 0.14
C 1.23 1.51 -5.09 -0.56
F 0.11 0.85 -5.39 0.16
F 2.27 0.69 -5.45 0.10
C 1.25 1.81 -3.64 -0.16
C 1.41 3.09 -3.23 -0.04
C 1.30 3.46 -1.84 -0.09
C 0.87 2.51 -0.99 -0.26
N 0.65 1.20 -1.30 -0.04
C 1.30 0.78 -2.55 -0.47
S 3.17 0.53 -2.43 1.09
H 1.63 3.79 -4.04 0.13
H 1.43 4.53 -1.59 0.11
H 0.73 2.85 -0.01 0.00
C 0.22 3.68 2.23 -0.40
C 1.38 3.01 2.94 -0.41
As 2.02 1.32 2.10 1.30
C 2.58 0.39 3.75 -0.34
C 1.79 -0.59 4.36 -0.12
C 2.24 -1.29 5.46 -0.09
C 3.41 -0.94 6.06 -0.11
C 4.24 0.03 5.54 -0.08
C 3.83 0.69 4.38 -0.09
C 3.66 1.78 1.22 -0.40
C 4.71 0.89 1.12 -0.12
C 5.91 1.24 0.49 -0.08
C 6.04 2.50 -0.01 -0.12
C 5.04 3.44 0.13 -0.09
C 3.87 3.10 0.76 -0.11
As -1.18 2.35 1.72 1.28
C -2.42 3.23 0.56 -0.39
C -2.92 2.49 -0.51 -0.12
C -3.99 2.93 -1.29 -0.05
C -4.49 4.22 -1.10 -0.07
C -3.95 4.99 -0.08 -0.10
C -2.91 4.55 0.71 -0.11
C -2.17 2.09 3.32 -0.41
C -3.41 2.68 3.53 -0.10
C -4.03 2.48 4.75 -0.10
C -3.40 1.79 5.77 -0.07
C -2.12 1.21 5.58 -0.04
C -1.52 1.39 4.35 -0.12
H 0.56 4.17 1.32 0.05
H -0.15 4.47 2.87 0.07
H 1.25 2.69 3.95 0.05
H 2.19 3.77 3.01 0.08
H 0.89 -0.91 3.82 0.03
H 1.79 -2.21 5.79 0.12
H 3.83 -1.56 6.81 0.10
H 5.21 0.29 5.94 0.10
H 4.51 1.31 3.81 0.09
H 4.56 -0.09 1.57 0.11
H 6.70 0.48 0.22 0.13
H 6.91 2.78 -0.60 0.11
H 5.18 4.40 -0.37 0.11
H 3.08 3.85 0.84 0.09
H -2.53 1.46 -0.61 0.07
H -4.42 2.28 -2.07 0.12
H -5.30 4.68 -1.67 0.11
H -4.25 6.02 0.12 0.10
H -2.52 5.07 1.56 0.10
H -3.95 3.22 2.73 0.11
H -5.10 2.76 4.83 0.12
H -4.02 1.58 6.65 0.11
H -1.63 0.61 6.28 0.09
H -0.55 0.95 4.18 0.07
I -2.37 -5.92 0.46 -0.26
S -0.96 -1.72 2.15 0.76
C -2.52 -1.60 1.50 -0.82
N -2.98 -2.57 0.83 0.04
C -4.31 -2.52 0.16 -0.12
C -4.64 -1.08 -0.17 -0.14
C -4.47 -0.18 1.01 -0.16
N -3.23 -0.48 1.72 0.04
H -2.55 -3.44 0.90 -0.11
H -5.00 -3.04 0.82 0.13
H -4.22 -3.07 -0.76 0.09
H -5.68 -1.00 -0.49 0.13
H -4.02 -0.74 -0.96 0.07
H -5.30 -0.25 1.72 0.12
H -4.46 0.92 0.75 0.12
H -2.73 0.10 2.33 0.03
O -2.82 -0.09 -2.56 0.05
C -1.74 -0.57 -2.15 -0.48
O -1.47 -0.63 -0.85 -0.19
C -0.68 -0.96 -3.18 -0.06
C 0.80 -0.77 -2.80 -0.13
C 1.68 -1.61 -3.63 -0.17
C 1.29 -2.17 -4.88 0.10
C -0.02 -2.06 -5.18 -0.12
C -1.07 -1.59 -4.28 0.04
N -0.46 -2.51 -6.51 -0.35
O -1.57 -2.19 -6.92 0.08
O 0.35 -3.14 -7.13 0.07
N 2.92 -1.81 -3.21 -0.28
O 3.28 -1.10 -1.98 -0.35
O 3.77 -2.42 -3.75 0.08
H 0.84 -1.08 -1.79 0.07
H 2.01 -2.47 -5.70 0.17
H -2.12 -1.70 -4.53 0.14
O 2.49 -3.02 1.22 0.12
C 1.70 -2.64 0.41 -0.60
O 1.33 -1.41 0.26 -0.22
C 1.17 -3.61 -0.61 -0.07
C 1.86 -4.76 -0.92 0.08
C 1.35 -5.65 -1.83 -0.10
C 0.11 -5.49 -2.44 0.06
C -0.54 -4.34 -2.11 -0.19
C -0.07 -3.40 -1.24 0.03
N -1.92 -4.19 -2.66 -0.34
O -2.28 -5.04 -3.45 0.08
O -2.52 -3.21 -2.37 0.06
N 2.10 -6.92 -2.10 -0.31
O 3.14 -7.07 -1.52 0.09
O 1.59 -7.77 -2.90 0.03
H 2.74 -4.96 -0.34 0.14
H -0.26 -6.23 -3.16 0.14
H -0.80 -2.65 -0.96 0.10
```


Entry 6:
A 11-piece molecular cluster, C25H40B2BrI2N10O3 overall at a distorted geometry. Source: OMol25; level of theory: ωB97M-V/def2-TZVPD.

Output
HOMO energy = -4.9 eV
Multiplicity = 1
HOMO-LUMO gap = 6.74 eV
Total charge = -1

XYZ file:
```
83
Properties=species:S:1:pos:R:3:lowdin_charge:R:1
C -2.04 2.38 0.72 -0.19
C -0.60 2.37 0.14 -0.66
I 0.64 1.51 1.75 0.84
C -0.58 1.44 -1.10 -0.29
B 0.28 2.00 -2.39 -0.92
Br -0.13 0.66 -3.92 0.58
C -0.09 3.55 -2.84 -0.18
C -1.40 3.73 -3.58 -0.87
O -2.37 3.98 -3.01 0.02
I -1.56 3.58 -5.75 0.64
B 1.98 1.92 -2.18 -0.62
O 2.65 2.29 -1.00 0.08
O 2.80 1.44 -3.22 0.04
H -2.01 2.17 1.79 -0.03
H -2.57 3.32 0.53 0.08
H -2.65 1.59 0.28 0.07
H -0.21 3.37 -0.03 0.04
H -1.57 1.15 -1.45 0.08
H -0.09 0.51 -0.79 0.04
H -0.10 4.27 -2.02 0.10
H 0.70 3.88 -3.53 0.09
H 2.12 2.98 -0.59 0.05
H 2.96 0.50 -3.10 0.08
C -0.02 -3.49 -3.36 -0.11
C -0.11 -2.84 -2.06 -0.28
N -0.18 -2.30 -1.05 0.13
H -0.27 -2.79 -4.16 0.05
H 0.97 -3.86 -3.54 0.03
H -0.71 -4.33 -3.42 0.08
C 4.06 -0.75 2.37 -0.06
C 3.19 -0.50 3.51 -0.31
N 2.49 -0.29 4.40 0.13
H 4.05 -1.80 2.10 0.09
H 3.74 -0.17 1.50 0.07
H 5.09 -0.47 2.60 0.08
C -3.59 -0.11 4.33 -0.06
C -4.02 1.11 3.65 -0.26
N -4.35 2.07 3.13 0.15
H -3.62 -0.96 3.65 0.09
H -2.57 -0.01 4.69 0.09
H -4.23 -0.34 5.18 0.08
C -7.12 3.80 4.72 -0.08
C -7.22 4.54 5.97 -0.29
N -7.29 5.13 6.95 0.11
H -7.35 4.43 3.86 0.08
H -6.12 3.40 4.57 0.05
H -7.82 2.96 4.71 0.08
C 2.08 5.37 2.75 -0.08
C 1.36 5.72 1.53 -0.28
N 0.81 6.00 0.57 0.14
H 1.83 6.05 3.57 0.08
H 1.83 4.36 3.08 0.04
H 3.15 5.41 2.61 0.08
C -0.16 -4.45 -7.38 -0.11
C 0.69 -4.72 -6.24 -0.28
N 1.34 -4.94 -5.32 0.14
H -1.21 -4.58 -7.14 0.07
H -0.03 -3.44 -7.74 0.02
H 0.06 -5.13 -8.22 0.08
C -0.35 -0.05 -8.69 -0.06
C -0.14 -0.90 -7.53 -0.25
N 0.03 -1.57 -6.61 0.16
H -1.19 0.61 -8.53 0.08
H 0.53 0.56 -8.89 0.09
H -0.55 -0.65 -9.58 0.08
C 2.44 -2.56 7.03 -0.08
C 3.32 -3.69 7.29 -0.29
N 4.02 -4.57 7.49 0.11
H 1.47 -2.89 6.64 0.09
H 2.24 -1.99 7.94 0.06
H 2.86 -1.87 6.31 0.04
C 4.08 1.22 7.90 -0.07
C 2.86 0.85 8.61 -0.29
N 1.90 0.55 9.16 0.13
H 4.91 0.58 8.19 0.08
H 3.94 1.13 6.82 0.07
H 4.36 2.25 8.11 0.08
C 0.00 -8.54 -5.18 -0.07
C -0.84 -7.72 -6.03 -0.27
N -1.51 -7.08 -6.70 0.15
H -0.04 -8.21 -4.14 0.08
H -0.30 -9.59 -5.20 0.08
H 1.04 -8.49 -5.49 0.08
```


Entry 7:
One molecule with the formula C23H28O11. Source: OMol25; level of theory: ωB97M-V/def2-TZVPD.

Output
SMILES string = C[C@@]12C[C@@]3(O)O[C@@H](O1)[C@]1(COC(=O)c4ccccc4)[C@H]3C[C@@]12O[C@@H]1O[C@H](CO)[C@@H](O)[C@H](O)[C@H]1O
HOMO energy = -9.5 eV
Multiplicity = 1
HOMO-LUMO gap = 9.94 eV
Total charge = 0

XYZ file:
```
62
Properties=species:S:1:pos:R:3:lowdin_charge:R:1
C 3.10 -1.10 0.28 0.04
C 2.43 -1.14 -1.08 -0.37
C 3.45 -1.14 -2.23 0.01
C 2.62 -1.15 -3.53 -0.48
O 3.36 -1.07 -4.69 0.08
O 1.86 -2.36 -3.52 0.05
C 0.99 -2.20 -2.42 -0.24
O 1.67 -2.35 -1.21 0.04
C 0.56 -0.72 -2.48 -0.18
C -0.91 -0.44 -2.67 -0.05
O -1.66 -1.00 -1.60 0.03
C -2.28 -0.15 -0.77 -0.44
O -2.33 1.04 -0.95 0.10
C -2.89 -0.84 0.39 -0.14
C -3.80 -0.14 1.17 -0.02
C -4.34 -0.74 2.30 -0.07
C -3.96 -2.02 2.65 -0.07
C -3.05 -2.72 1.87 -0.06
C -2.52 -2.14 0.74 -0.02
C 1.55 -0.04 -3.45 -0.07
C 1.85 1.01 -2.37 0.01
C 1.36 -0.03 -1.35 -0.27
O 0.63 0.39 -0.23 0.03
C 1.12 1.51 0.48 -0.27
O 1.43 1.18 1.81 -0.01
C 0.35 0.83 2.66 -0.22
C 0.09 -0.69 2.70 -0.19
O -0.83 -1.03 3.70 -0.04
C -0.93 1.58 2.30 -0.27
O -1.74 1.70 3.44 0.01
C -0.54 2.95 1.72 -0.26
O -1.69 3.75 1.62 0.01
C 0.12 2.69 0.37 -0.24
O 0.73 3.85 -0.15 0.01
H 3.77 -0.25 0.35 0.10
H 3.66 -2.02 0.42 0.10
H 2.34 -1.03 1.06 0.07
H 4.12 -0.29 -2.20 0.13
H 4.04 -2.06 -2.18 0.15
H 3.74 -1.94 -4.87 0.12
H 0.21 -2.95 -2.48 0.18
H -1.26 -0.91 -3.59 0.15
H -1.09 0.64 -2.70 0.14
H -4.08 0.86 0.88 0.12
H -5.05 -0.19 2.91 0.11
H -4.37 -2.48 3.54 0.11
H -2.76 -3.72 2.16 0.11
H -1.80 -2.67 0.13 0.12
H 1.22 0.28 -4.43 0.17
H 2.86 1.40 -2.30 0.12
H 1.15 1.85 -2.44 0.14
H 2.08 1.82 0.05 0.17
H 0.67 1.15 3.66 0.17
H 1.02 -1.21 2.93 0.13
H -0.26 -1.01 1.71 0.11
H -1.49 -0.33 3.76 0.07
H -1.47 1.04 1.51 0.14
H -2.35 2.44 3.27 0.11
H 0.18 3.44 2.40 0.17
H -1.62 4.29 0.82 0.11
H -0.66 2.41 -0.35 0.15
H 1.40 4.16 0.47 0.11
```


Entry 8:
C38H32MgN7O8S as an isolated structure. Source: OMol25; level of theory: ωB97M-V/def2-TZVPD.

Output
HOMO energy = -11.4 eV
Multiplicity = 1
HOMO-LUMO gap = 8.71 eV
Total charge = +1
Energy relative to the best compared isomer or geometry (same formula, charge and spin) = 30.1 kJ/mol

XYZ file:
```
87
Properties=species:S:1:pos:R:3:lowdin_charge:R:1
Mg 0.04 -0.22 0.12 0.60
C -2.19 -3.98 -0.07 0.04
C -1.46 -2.88 0.64 -0.45
O -1.17 -1.83 0.06 -0.02
N -1.12 -3.11 1.92 0.11
C -0.48 -2.12 2.77 -0.08
C 1.00 -1.96 2.53 -0.23
C 1.92 -2.49 3.42 0.00
C 3.28 -2.31 3.18 -0.03
C 3.66 -1.61 2.05 -0.02
C 2.68 -1.11 1.22 -0.08
N 1.38 -1.28 1.44 0.08
H -2.69 -3.56 -0.94 0.07
H -2.91 -4.47 0.57 0.09
H -1.47 -4.73 -0.41 0.11
H -1.35 -4.01 2.31 0.16
H -0.66 -2.43 3.80 0.13
H -0.99 -1.16 2.62 0.11
H 1.58 -3.02 4.30 0.12
H 4.01 -2.71 3.86 0.12
H 4.70 -1.44 1.82 0.12
H 2.94 -0.52 0.34 0.12
C 2.17 -0.37 -3.77 -0.02
C 1.70 -0.07 -2.50 -0.10
N 0.77 -0.81 -1.88 0.05
C 0.28 -1.86 -2.54 -0.07
C 0.66 -2.22 -3.82 -0.18
C 1.65 -1.46 -4.43 0.01
C 0.09 -3.40 -4.51 -0.03
C -1.16 -3.84 -4.56 -0.02
C -2.40 -3.26 -4.01 -0.28
C -3.56 -4.04 -3.98 -0.01
C -4.70 -3.45 -3.45 -0.12
N -4.72 -2.20 -3.02 0.09
C -3.58 -1.53 -3.12 -0.19
N -2.42 -1.99 -3.59 0.14
H 2.94 0.25 -4.22 0.12
H 2.08 0.78 -1.95 0.11
H -0.46 -2.44 -2.01 0.10
H 2.00 -1.72 -5.43 0.13
H 0.82 -3.98 -5.06 0.12
H -1.33 -4.77 -5.10 0.11
H -3.56 -5.05 -4.34 0.11
H -5.63 -4.01 -3.39 0.11
H -3.59 -0.49 -2.80 0.10
O -1.38 0.66 1.27 -0.54
S -2.23 1.91 1.44 1.09
C -1.25 3.05 2.42 -0.38
C -1.87 4.22 2.85 -0.07
C -1.11 5.16 3.53 -0.06
C 0.25 4.93 3.75 -0.06
C 0.84 3.76 3.30 -0.04
C 0.09 2.81 2.62 -0.06
C -3.47 1.46 2.62 -0.38
C -4.77 1.33 2.13 -0.07
C -5.77 0.93 3.00 -0.06
C -5.48 0.66 4.32 -0.06
C -4.18 0.79 4.80 -0.06
C -3.17 1.20 3.95 -0.06
H -2.92 4.39 2.67 0.12
H -1.57 6.07 3.88 0.11
H 0.84 5.67 4.27 0.11
H 1.90 3.60 3.45 0.12
H 0.56 1.91 2.23 0.10
H -4.98 1.54 1.09 0.11
H -6.79 0.83 2.64 0.11
H -6.27 0.35 5.00 0.11
H -3.96 0.59 5.84 0.11
H -2.16 1.34 4.32 0.12
O 2.57 3.02 0.12 0.08
C 1.49 2.56 -0.19 -0.61
O 1.10 1.36 0.06 -0.15
C 0.47 3.45 -0.90 -0.07
C -0.75 2.96 -1.34 0.04
C -1.65 3.83 -1.94 -0.11
C -1.38 5.17 -2.13 0.10
C -0.15 5.62 -1.69 -0.10
C 0.78 4.80 -1.08 0.10
N 0.17 7.05 -1.87 -0.35
O 1.26 7.43 -1.50 0.10
O -0.68 7.75 -2.39 0.09
N -2.96 3.29 -2.35 -0.34
O -3.68 4.01 -3.00 0.11
O -3.23 2.16 -2.00 0.05
H -1.02 1.93 -1.24 0.10
H -2.09 5.83 -2.60 0.14
H 1.73 5.18 -0.74 0.14
```


- Number 6 is which compound?
  C25H40B2BrI2N10O3